1.
ORCA calculation (wB97M-V/def2-TZVPD) on a structure of composition C49H42GaN8SSb.

XYZ file:
```
102
Properties=species:S:1:pos:R:3:mulliken_charge:R:1
Ga -0.130 0.665 -0.649 -0.3167
C 0.908 1.355 6.084 -1.5419
C 0.415 1.497 4.667 0.2585
C -0.945 1.476 4.357 -1.1679
C -1.382 1.556 3.052 0.2940
C -0.500 1.712 1.975 -0.1097
N -0.992 1.748 0.649 1.3484
C -2.135 2.538 0.391 -0.0323
C -2.304 3.759 1.061 -0.3557
C -3.390 4.580 0.863 -0.8988
C -4.383 4.239 -0.055 0.1282
C -5.573 5.130 -0.303 -1.6020
C -4.220 3.055 -0.745 -0.8121
C -3.131 2.204 -0.540 0.3756
N -3.105 0.983 -1.299 0.6050
C -4.087 0.455 -2.064 -0.3430
C -3.631 -0.731 -2.595 -1.5832
C -2.334 -0.861 -2.109 -0.5408
N -2.031 0.170 -1.322 -0.0455
C 0.858 1.731 2.292 -0.2739
C 1.299 1.604 3.610 -0.4480
N 1.867 1.865 1.283 0.1752
C 3.076 2.439 1.421 -0.1757
C 3.812 2.147 0.293 -1.5211
C 2.956 1.393 -0.507 -0.6369
N 1.775 1.227 0.097 0.2837
H 0.134 1.632 6.798 0.4027
H 1.783 1.979 6.264 0.3864
H 1.196 0.321 6.291 0.2863
H -1.672 1.376 5.155 0.4250
H -2.444 1.508 2.844 0.6572
H -1.540 4.057 1.767 0.9380
H -3.466 5.507 1.421 0.4570
H -5.901 5.608 0.619 0.3991
H -6.409 4.564 -0.714 0.4084
H -5.325 5.920 -1.016 0.2841
H -4.980 2.791 -1.468 0.3723
H -5.048 0.920 -2.184 0.5769
H -4.163 -1.411 -3.241 0.6894
H -1.614 -1.646 -2.282 0.6913
H 2.365 1.565 3.806 0.6319
H 3.336 3.018 2.292 0.6123
H 4.828 2.432 0.077 0.5274
H 3.147 0.936 -1.464 0.7469
C 1.311 -3.008 0.983 -1.2124
C 1.187 -1.869 0.224 -0.0145
N 0.064 -1.131 0.251 0.4247
C -0.961 -1.523 1.016 0.2053
C -0.933 -2.682 1.772 0.0690
C 0.243 -3.418 1.772 -0.1576
C -2.135 -3.090 2.539 -1.4993
C -3.338 -3.396 2.048 -0.5964
C -3.792 -3.498 0.637 1.0838
C -5.154 -3.535 0.367 -0.6507
C -5.545 -3.637 -0.957 -0.2624
N -4.666 -3.715 -1.953 -0.5314
C -3.386 -3.697 -1.593 -0.4165
N -2.903 -3.580 -0.362 -0.2538
H 2.228 -3.578 0.949 0.4766
H 1.980 -1.528 -0.426 0.5819
H -1.844 -0.895 1.006 0.5775
H 0.319 -4.322 2.364 0.5840
H -2.008 -3.115 3.618 0.4734
H -4.119 -3.620 2.768 0.3655
H -5.887 -3.482 1.163 0.4035
H -6.593 -3.660 -1.236 0.4283
H -2.655 -3.791 -2.391 0.6283
S 0.583 0.703 -2.849 -0.5323
Sb 1.312 2.887 -3.357 1.9316
C -0.060 3.530 -4.817 0.8360
C -1.242 2.830 -5.024 -0.3947
C -2.147 3.303 -5.967 -0.7096
C -1.863 4.455 -6.687 -0.5114
C -0.676 5.146 -6.475 -0.6365
C 0.236 4.686 -5.536 -0.7168
C 3.214 2.615 -4.227 1.0958
C 3.321 1.535 -5.100 -0.7392
C 4.525 1.306 -5.746 -0.7252
C 5.607 2.148 -5.521 -0.5339
C 5.491 3.227 -4.655 -0.7348
C 4.290 3.470 -4.002 -0.5532
C 1.131 4.319 -1.812 1.2751
C 2.198 5.114 -1.402 -0.6815
C 1.974 6.130 -0.484 -0.7927
C 0.697 6.341 0.019 -0.9179
C -0.361 5.540 -0.390 -0.5465
C -0.151 4.522 -1.310 -0.9647
H -1.449 1.924 -4.468 0.3469
H -3.070 2.764 -6.144 0.4392
H -2.568 4.819 -7.424 0.4033
H -0.454 6.041 -7.042 0.4129
H 1.164 5.224 -5.373 0.3893
H 2.477 0.876 -5.271 0.3980
H 4.620 0.473 -6.431 0.4196
H 6.547 1.963 -6.025 0.4121
H 6.333 3.888 -4.491 0.4431
H 4.208 4.323 -3.346 0.3435
H 3.197 4.953 -1.777 0.1303
H 2.797 6.759 -0.170 0.4563
H 0.524 7.142 0.727 0.4700
H -1.358 5.714 -0.007 0.5696
H -0.986 3.914 -1.643 0.6552
```

Output
- net charge = +2
- E_HOMO (eV) = -12.2
- total energy (Eh) = -4893.29268
- LUMO (eV) = -4.71

---

2.
ORCA calculation (wB97M-V/def2-TZVPD) on a structure of composition C49H42GeN7O2S2Sc.

XYZ file:
```
104
Properties=species:S:1:pos:R:3:mulliken_charge:R:1
Sc 0.080 -0.108 -0.114 -0.1146
C -0.607 -5.284 3.874 -1.7907
C -0.432 -4.508 2.598 0.7508
C -1.416 -4.474 1.613 -1.0264
C -1.267 -3.711 0.471 0.0166
C -0.112 -2.953 0.232 -0.5996
N 0.059 -2.116 -0.870 0.6510
C 0.192 -2.673 -2.126 1.2627
C 0.158 -4.060 -2.324 -0.6995
C 0.393 -4.675 -3.548 -1.5206
C 0.711 -3.907 -4.650 0.4862
C 1.005 -4.519 -5.995 -1.5104
C 0.763 -2.527 -4.479 -0.6697
C 0.480 -1.868 -3.279 0.3221
N 0.558 -0.476 -3.287 0.2402
C 0.209 0.260 -4.409 -0.1571
C -0.244 1.474 -4.094 -1.4704
C -0.335 1.542 -2.598 -0.3735
N 0.444 0.388 -2.146 -0.6518
C 0.872 -3.002 1.236 0.2222
C 0.708 -3.749 2.394 -0.2250
N 2.113 -2.328 1.049 0.9063
C 3.347 -2.817 1.299 -0.1074
C 4.250 -1.848 0.938 -1.1031
C 3.457 -0.787 0.469 -0.9392
N 2.174 -1.087 0.547 0.2413
H -1.633 -5.640 3.977 0.3380
H -0.397 -4.650 4.738 0.2888
H 0.059 -6.150 3.914 0.3843
H -2.335 -5.031 1.766 0.2873
H -2.049 -3.678 -0.277 0.5740
H -0.046 -4.689 -1.468 0.3114
H 0.346 -5.757 -3.624 0.2513
H 0.991 -5.608 -5.933 0.3545
H 1.989 -4.220 -6.367 0.3214
H 0.271 -4.221 -6.749 0.2763
H 1.067 -1.935 -5.334 0.4121
H 0.296 -0.168 -5.394 0.1932
H -0.564 2.230 -4.792 0.3936
H 0.093 2.466 -2.188 0.4898
H 1.484 -3.708 3.149 0.3646
H 3.472 -3.803 1.708 0.4442
H 5.321 -1.892 1.016 0.4704
H 3.751 0.180 0.097 0.5095
O -3.463 4.516 0.378 -0.7516
C -2.680 4.911 1.395 0.3409
C -2.955 6.144 1.986 -0.6048
C -2.187 6.616 3.038 -0.3362
C -1.129 5.854 3.516 -0.8732
C -0.860 4.622 2.935 -0.4162
C -1.615 4.121 1.877 0.0406
C -1.286 2.785 1.304 0.8300
O -0.420 2.120 2.056 -0.0523
N -1.790 2.506 0.147 -1.1047
N -1.497 1.338 -0.522 0.2048
C -1.749 1.474 -1.942 0.7185
S -2.687 -0.031 -2.428 -0.2072
C -3.321 0.618 -3.983 -0.6874
C -3.715 2.090 -3.800 -0.5868
S -2.808 2.893 -2.441 -0.3233
H -3.052 3.664 0.030 0.5231
H -3.785 6.716 1.591 0.3911
H -2.417 7.578 3.482 0.3382
H -0.525 6.201 4.344 0.4077
H -0.053 4.008 3.309 0.4531
H -4.197 0.023 -4.251 0.4584
H -2.582 0.520 -4.777 0.1895
H -4.778 2.174 -3.571 0.4324
H -3.526 2.638 -4.726 0.2546
C -0.132 0.649 1.914 0.9326
Ge 0.249 0.105 3.675 0.2725
C 2.100 -0.574 4.046 -0.0158
C 3.162 0.199 3.573 0.0430
C 4.483 -0.134 3.840 -0.7770
C 4.779 -1.276 4.574 -0.4916
C 3.742 -2.071 5.039 -0.5533
C 2.422 -1.713 4.782 -0.2247
C 0.033 1.518 5.045 -0.0498
C 1.037 1.937 5.913 -0.1186
C 0.806 2.934 6.857 -0.6292
C -0.444 3.527 6.947 -0.5232
C -1.460 3.119 6.091 -0.6098
C -1.220 2.127 5.154 -0.2172
C -0.961 -1.302 4.427 -0.0141
C -0.938 -1.727 5.757 -0.3826
C -1.920 -2.569 6.267 -0.8006
C -2.950 -3.009 5.445 -0.5064
C -2.988 -2.599 4.119 -0.7000
C -2.007 -1.750 3.622 0.0251
H 2.939 1.074 2.969 0.4062
H 5.283 0.491 3.461 0.3776
H 5.809 -1.547 4.773 0.3099
H 3.957 -2.969 5.608 0.3466
H 1.625 -2.336 5.175 0.1562
H 2.021 1.483 5.852 0.2716
H 1.607 3.247 7.518 0.3878
H -0.626 4.311 7.674 0.3441
H -2.432 3.595 6.137 0.3934
H -2.011 1.831 4.474 0.2167
H -0.157 -1.372 6.422 0.3327
H -1.886 -2.874 7.307 0.3588
H -3.721 -3.661 5.839 0.3606
H -3.789 -2.934 3.469 0.4113
H -2.044 -1.397 2.594 0.2225
```

Output
- net charge = -2
- energy relative to the best compared isomer or geometry (same formula, charge and spin) (kcal per mole) = 27.1
- E_HOMO (eV) = 0.0
- total energy (Eh) = -6060.19353
- LUMO (eV) = 4.22

---

3.
ORCA calculation (wB97M-V/def2-TZVPD) on a structure of composition C49H42N3O2P2Se2Te2Zr.

XYZ file:
```
103
Properties=species:S:1:pos:R:3:mulliken_charge:R:1
Zr 1.021 -0.218 2.381 -1.3567
C 1.448 2.360 4.568 -1.4697
O 1.467 1.901 3.194 2.4989
C 2.276 2.656 2.347 1.2473
C 2.629 3.958 2.639 -0.8506
C 3.533 4.615 1.816 -1.0656
C 4.094 3.962 0.727 -0.7754
C 3.708 2.669 0.427 -1.0806
C 2.774 2.021 1.214 -0.2381
N 2.306 0.692 0.942 1.5859
N 2.801 0.144 -0.086 -0.6113
C 2.696 -1.179 -0.389 -0.3393
C 2.135 -2.189 0.433 0.5139
O 1.408 -1.919 1.477 0.2233
C 2.376 -3.548 0.136 -1.0774
C 3.040 -3.906 -0.986 -0.6950
C 3.514 -2.942 -1.925 0.8570
C 4.138 -3.345 -3.125 -1.1094
C 4.585 -2.413 -4.023 -0.7157
C 4.429 -1.046 -3.736 -0.8523
C 3.832 -0.632 -2.568 -0.4539
C 3.354 -1.574 -1.637 1.0884
H 0.889 3.289 4.625 0.3655
H 2.470 2.488 4.903 0.4084
H 0.955 1.598 5.137 0.2322
H 2.224 4.465 3.504 0.4767
H 3.819 5.633 2.053 0.4552
H 4.827 4.465 0.105 0.4772
H 4.121 2.143 -0.423 0.4898
H 1.986 -4.286 0.827 0.5525
H 3.201 -4.960 -1.198 0.4076
H 4.263 -4.408 -3.320 0.4362
H 5.059 -2.726 -4.947 0.4142
H 4.785 -0.306 -4.447 0.4338
H 3.712 0.421 -2.362 0.2746
C -2.227 1.449 -0.303 -2.1201
N -2.581 0.154 -0.817 0.6920
C -3.001 -0.765 0.218 -2.1114
P -1.588 -1.720 0.961 2.9189
C -2.520 -2.711 2.200 0.2438
C -3.675 -2.246 2.830 -0.6380
C -4.293 -2.991 3.829 -0.6871
C -3.763 -4.211 4.224 -0.6603
C -2.613 -4.688 3.608 -0.6028
C -1.996 -3.940 2.614 -0.6213
C -1.362 -2.936 -0.407 0.1752
C -0.428 -2.607 -1.389 0.1966
C -0.269 -3.384 -2.529 -0.7633
C -1.044 -4.519 -2.701 -1.0194
C -1.994 -4.855 -1.741 -0.8219
C -2.157 -4.071 -0.606 -0.3303
C -2.904 -0.058 -2.177 2.3864
C -3.415 -1.285 -2.619 -0.8093
C -3.731 -1.488 -3.956 -0.7483
C -3.545 -0.487 -4.899 -0.7134
C -3.037 0.729 -4.471 -0.9166
C -2.722 0.946 -3.136 -0.7872
P -0.541 1.699 0.541 2.6679
C -1.006 3.283 1.339 0.8870
C -1.320 4.430 0.603 -0.8155
C -1.764 5.580 1.240 -0.7585
C -1.918 5.605 2.620 -0.7146
C -1.650 4.461 3.359 -0.7136
C -1.200 3.310 2.720 -0.3486
C 0.403 2.171 -0.962 0.4074
C 1.132 3.347 -1.112 -0.4206
C 1.782 3.621 -2.312 -1.0268
C 1.728 2.716 -3.364 -1.1077
C 1.036 1.522 -3.209 -0.6170
C 0.388 1.250 -2.013 -0.5076
H -2.954 1.766 0.448 0.7269
H -2.232 2.195 -1.082 0.5204
H -3.746 -1.467 -0.139 0.7861
H -3.465 -0.188 1.019 0.4812
H -4.113 -1.296 2.558 0.3001
H -5.189 -2.606 4.305 0.4314
H -4.239 -4.787 5.011 0.3972
H -2.195 -5.645 3.900 0.4465
H -1.104 -4.327 2.138 0.5081
H 0.169 -1.709 -1.280 -0.4200
H 0.462 -3.101 -3.280 0.6270
H -0.918 -5.136 -3.584 0.4270
H -2.624 -5.728 -1.882 0.4454
H -2.927 -4.332 0.105 0.4536
H -3.555 -2.114 -1.940 0.1465
H -4.125 -2.453 -4.255 0.4270
H -3.791 -0.651 -5.942 0.4093
H -2.882 1.535 -5.179 0.4102
H -2.322 1.914 -2.868 0.3427
H -1.235 4.429 -0.477 0.3496
H -2.000 6.460 0.651 0.4632
H -2.261 6.508 3.115 0.4139
H -1.797 4.455 4.436 0.4989
H -1.005 2.426 3.308 -0.1261
H 1.206 4.055 -0.296 0.7029
H 2.339 4.547 -2.418 0.4629
H 2.228 2.939 -4.300 0.4355
H 0.991 0.801 -4.020 0.6764
H -0.157 0.319 -1.911 -0.1954
Se -1.009 -0.101 4.057 -0.2813
Te 0.233 -2.240 4.562 0.1740
Te 2.529 -1.155 5.467 -0.2212
Se 3.611 -0.504 3.312 -0.1611
```

Output
- net charge = +1
- E_HOMO (eV) = -9.7
- total energy (Eh) = -8275.80507
- LUMO (eV) = -3.97

---

4.
ORCA calculation (wB97M-V/def2-TZVPD) on a structure of composition C49H43Cl4N8O5RbS.

XYZ file:
```
111
Properties=species:S:1:pos:R:3:mulliken_charge:R:1
Rb -1.063 -0.824 -0.002 0.2316
Cl -1.716 -8.250 -3.593 -0.2877
C -1.287 -6.579 -3.273 0.3530
C -2.170 -5.790 -2.547 -1.1732
C -1.884 -4.456 -2.233 0.0187
N -2.668 -3.626 -1.458 -0.1100
C -3.687 -4.089 -0.763 0.4056
O -4.104 -5.257 -0.566 -0.8415
C -4.513 -2.986 -0.102 -0.0181
C -5.805 -3.298 0.328 -0.7420
C -6.588 -2.309 0.890 -0.2846
C -6.059 -1.032 1.028 -1.0034
C -4.759 -0.816 0.595 -0.3510
N -4.005 -1.763 0.039 0.2681
C -0.664 -3.898 -2.735 0.6361
C 0.228 -4.732 -3.414 -0.3499
C -0.078 -6.058 -3.689 -0.2407
Cl 1.089 -7.028 -4.567 -0.2898
N -0.438 -2.550 -2.636 0.0185
C 0.706 -1.959 -2.457 -0.5472
O 1.760 -2.355 -1.882 -0.8374
C 0.727 -0.533 -3.013 1.1116
C 1.959 0.048 -3.313 -0.8782
C 1.995 1.296 -3.911 -0.0780
C 0.798 1.942 -4.166 -0.5852
C -0.376 1.303 -3.795 -0.3001
N -0.429 0.094 -3.255 -0.2584
H -3.080 -6.223 -2.161 0.5050
H -6.143 -4.317 0.204 0.4582
H -7.599 -2.526 1.219 0.3723
H -6.631 -0.223 1.464 0.4373
H -4.293 0.160 0.692 0.5787
H 1.174 -4.324 -3.745 0.5132
H 2.856 -0.509 -3.076 0.3808
H 2.942 1.765 -4.156 0.4233
H 0.764 2.927 -4.615 0.3699
H -1.333 1.790 -3.960 0.4575
C -1.126 -7.040 0.642 -0.6318
C -0.399 -6.027 0.034 -0.6067
C -0.447 -4.743 0.553 -0.3840
C -1.190 -4.496 1.699 0.1266
C -1.925 -5.505 2.313 -0.4014
C -1.892 -6.777 1.773 -0.6044
N -1.174 -3.152 2.162 0.9664
N -1.414 -3.001 3.366 -0.9305
C -1.498 -1.622 3.742 0.3864
C -0.803 -1.217 4.876 -0.6160
C -0.912 0.107 5.260 -0.2130
C -1.721 0.957 4.520 -0.8804
C -2.387 0.441 3.418 -0.1755
N -2.290 -0.830 3.037 -0.0176
H -1.134 -8.030 0.203 0.3694
H 0.161 -6.216 -0.872 0.6870
H 0.077 -3.932 0.059 0.4725
H -2.533 -5.270 3.176 0.4179
H -2.495 -7.563 2.212 0.3148
H -0.194 -1.930 5.415 0.4392
H -0.373 0.472 6.127 0.3909
H -1.828 2.002 4.777 0.4155
H -3.009 1.072 2.793 0.4185
C 4.998 3.067 0.782 -1.4771
C 2.848 1.704 -0.550 -0.8911
C 2.366 0.530 0.215 1.2148
S 1.303 1.335 1.576 -0.2526
O 0.245 0.411 2.040 0.5105
C 2.509 1.160 2.948 -1.2910
C 2.673 -0.260 3.491 0.3184
C 3.979 -0.950 3.104 -1.5042
H 3.167 4.498 0.729 0.4239
H 5.418 2.196 0.292 0.3681
H 5.508 4.013 0.906 0.3408
H 1.905 2.855 -0.125 0.0019
H 2.926 2.863 1.587 0.8671
H 3.062 -0.045 0.818 0.3936
H 1.731 -0.102 -0.418 -1.0592
H 2.027 1.801 3.692 0.4339
H 3.470 1.617 2.672 0.6196
H 1.807 -0.853 3.187 -0.2922
H 2.622 -0.207 4.582 0.4921
H 4.032 -1.195 2.043 0.3465
H 4.084 -1.890 3.647 0.4243
H 4.841 -0.323 3.340 0.3203
Cl 0.930 6.113 -3.732 -0.2435
C 2.347 5.337 -3.085 1.1897
C 3.573 5.608 -3.670 -0.4111
C 4.699 4.974 -3.181 -0.8710
C 4.600 4.128 -2.081 -0.1752
C 3.376 3.899 -1.481 -0.0682
Cl 3.346 3.162 0.348 -0.2477
C 2.203 4.443 -2.024 -1.1316
N 0.885 4.134 -1.578 1.6683
C 0.278 4.940 -0.602 1.3845
C 0.974 5.976 0.022 -0.7247
C 0.376 6.748 1.011 -0.9512
C -0.924 6.488 1.401 -0.8751
C -1.627 5.464 0.772 -0.5556
C -1.068 4.692 -0.233 0.2945
C -1.884 3.617 -0.902 -1.2505
C -1.577 2.217 -0.324 0.3276
O -0.408 1.794 -0.573 -0.4775
O -2.474 1.615 0.291 -0.3642
H 3.627 6.294 -4.505 0.4561
H 5.660 5.146 -3.652 0.3655
H 5.478 3.656 -1.664 0.4786
H 0.666 3.135 -1.457 -0.9687
H 1.997 6.178 -0.274 0.4791
H 0.940 7.547 1.479 0.4157
H -1.398 7.082 2.173 0.3673
H -2.653 5.261 1.058 0.4790
H -1.638 3.585 -1.968 0.2193
H -2.946 3.828 -0.792 0.5756
```

Output
- net charge = -2
- energy relative to the best compared isomer or geometry (same formula, charge and spin) (kcal per mole) = 421.0
- E_HOMO (eV) = -1.3
- total energy (Eh) = -4969.84161
- LUMO (eV) = 2.96

---

In eV, the HOMO-LUMO gap values for the records above are, in order, 7.4494, 4.2040, 5.7645, 4.2685.
In eV Å⁻¹, the max |F| values for the records above are, in order, 0.34, 0.56, 2.09, 3.37.